Record 1
{"formula": "C42H111N5O22", "method": "ωB97M-V/def2-TZVPD", "total_charge": -1, "energy_ha": -3595.44471, "lumo_energy_ev": [2.068, 2.060], "gap_ha": [0.05885, 0.33671], "multiplicity": 2, "s_squared": 0.751, "e_above_lowest_kj_mol": 0.0, "symbols": ["C", "O", "C", "C", "N", "C", "C", "O", "C", "H", "H", "H", "H", "H", "H", "H", "H", "H", "H", "H", "H", "H", "H", "H", "C", "O", "C", "C", "N", "C", "C", "O", "C", "H", "H", "H", "H", "H", "H", "H", "H", "H", "H", "H", "H", "H", "H", "H", "C", "O", "C", "C", "N", "C", "C", "O", "C", "H", "H", "H", "H", "H", "H", "H", "H", "H", "H", "H", "H", "H", "H", "H", "C", "O", "C", "C", "N", "C", "C", "O", "C", "H", "H", "H", "H", "H", "H", "H", "H", "H", "H", "H", "H", "H", "H", "H", "C", "O", "C", "C", "N", "C", "C", "O", "C", "H", "H", "H", "H", "H", "H", "H", "H", "H", "H", "H", "H", "H", "H", "H", "C", "C", "O", "O", "H", "H", "H", "H", "H", "H", "C", "C", "O", "O", "H", "H", "H", "H", "H", "H", "C", "C", "O", "O", "H", "H", "H", "H", "H", "H", "C", "C", "O", "O", "H", "H", "H", "H", "H", "H", "C", "C", "O", "O", "H", "H", "H", "H", "H", "H", "C", "C", "O", "O", "H", "H", "H", "H", "H", "H"], "positions_angstrom": [[-3.5096, -3.2077, 3.1712], [-3.3063, -4.5839, 3.1388], [-2.0359, -4.9875, 3.5228], [-1.9606, -6.4616, 3.8922], [-3.0576, -6.7304, 4.8407], [-3.3179, -8.1816, 5.0672], [-4.4672, -8.5088, 5.9907], [-5.8075, -8.2635, 5.5622], [-6.2897, -8.9631, 4.4355], [-2.9825, -2.6676, 2.3846], [-3.3687, -2.8019, 4.1730], [-4.5520, -2.9890, 2.9395], [-1.7219, -4.3858, 4.3757], [-1.2848, -4.7311, 2.7757], [-0.9371, -6.6711, 4.2032], [-2.1218, -7.1156, 3.0352], [-3.8895, -6.3308, 4.4302], [-2.4519, -8.6166, 5.5661], [-3.4154, -8.7363, 4.1340], [-4.2384, -7.9863, 6.9195], [-4.4251, -9.5590, 6.2796], [-7.3250, -8.6989, 4.2204], [-6.2251, -10.0296, 4.6515], [-5.7586, -8.7578, 3.5060], [2.6628, 0.7727, -5.3834], [2.5667, 1.8338, -6.3459], [3.7043, 1.9163, -7.2149], [3.5953, 3.1744, -8.2248], [3.4163, 4.3924, -7.3954], [3.0182, 5.5414, -8.1845], [2.6818, 6.6833, -7.1512], [1.6945, 7.5832, -7.6383], [1.3288, 8.5900, -6.6938], [3.5847, 0.7651, -4.8020], [2.5571, -0.2421, -5.7670], [1.8636, 0.8102, -4.6431], [3.8032, 0.9180, -7.6413], [4.5743, 1.9964, -6.5630], [2.8182, 2.9448, -8.9538], [4.5335, 3.2056, -8.7788], [2.8133, 4.2076, -6.6065], [2.0462, 5.3169, -8.6236], [3.7482, 5.8764, -8.9213], [3.5492, 7.1390, -6.6736], [2.2665, 6.0581, -6.3608], [0.5077, 9.2337, -7.0092], [2.2070, 9.1625, -6.3955], [0.9475, 8.0614, -5.8201], [1.4296, -2.2102, 6.6701], [1.6432, -0.9951, 6.0167], [0.9339, 0.2087, 6.4513], [1.3467, 1.2819, 5.3843], [1.0712, 0.7657, 4.0129], [1.6579, 1.7671, 3.0890], [3.1811, 1.4532, 2.8270], [3.3816, 0.1157, 2.3876], [4.7875, -0.1415, 2.1412], [0.3777, -2.4766, 6.5669], [1.5928, -2.2317, 7.7476], [2.0881, -2.9759, 6.2600], [1.1826, 0.4139, 7.4926], [-0.1465, 0.0966, 6.3601], [2.4336, 1.3134, 5.4600], [1.0163, 2.2966, 5.6067], [1.6836, -0.0255, 3.8751], [1.5149, 2.8034, 3.3951], [1.1427, 1.6722, 2.1331], [3.6517, 1.6515, 3.7899], [3.6688, 2.1744, 2.1712], [4.8209, -1.2090, 1.9236], [5.5599, 0.0787, 2.8782], [5.1809, 0.3164, 1.2336], [-3.2195, 3.0992, -0.8285], [-2.0873, 3.8411, -1.3210], [-1.7505, 4.9245, -0.4509], [-0.2638, 5.3513, -0.4905], [0.0567, 6.1922, -1.6566], [-0.4788, 7.5257, -1.6824], [0.3023, 8.2745, -2.7854], [1.6603, 8.4604, -2.4217], [2.4349, 8.9373, -3.4839], [-3.4291, 2.2816, -1.5182], [-4.1249, 3.6885, -0.6831], [-3.0451, 2.6371, 0.1432], [-1.8477, 4.6946, 0.6101], [-2.3583, 5.8147, -0.6122], [0.3668, 4.4623, -0.5043], [-0.1197, 5.9595, 0.4025], [1.0521, 6.3110, -1.7800], [-0.4101, 8.1207, -0.7718], [-1.4961, 7.4044, -2.0546], [-0.2043, 9.2017, -3.0533], [0.3244, 7.8120, -3.7721], [3.3295, 9.4076, -3.0756], [1.9026, 9.7631, -3.9559], [2.7618, 8.1879, -4.2048], [0.8050, -8.9074, 1.3880], [0.2981, -8.3538, 2.5682], [1.1033, -8.5867, 3.7090], [2.4277, -7.7461, 3.7068], [2.0557, -6.3445, 3.7286], [3.2365, -5.5544, 3.3819], [2.8917, -4.0710, 3.1814], [1.9935, -3.9992, 2.0695], [1.1919, -2.8075, 2.1051], [0.1543, -8.7060, 0.5371], [0.7443, -9.9945, 1.4407], [1.8202, -8.5937, 1.1451], [1.4749, -9.6106, 3.7495], [0.4880, -8.5568, 4.6082], [2.9590, -8.1200, 2.8316], [3.0178, -7.9877, 4.5908], [1.3740, -6.1564, 3.0076], [3.6209, -6.0036, 2.4662], [4.0349, -5.5533, 4.1239], [3.7097, -3.3700, 3.0158], [2.3425, -3.7620, 4.0708], [1.7832, -1.8973, 2.2043], [0.3796, -2.8559, 2.8304], [0.5679, -2.6509, 1.2252], [-2.2747, -2.0964, -4.2633], [-1.3256, -1.1721, -5.0996], [-0.9594, -1.7545, -6.3396], [-3.5088, -2.2033, -4.8526], [-2.3554, -1.8564, -3.2031], [-1.8256, -3.0853, -4.3554], [-0.4107, -0.8853, -4.5812], [-1.8557, -0.2215, -5.1589], [-1.7529, -1.8990, -6.8603], [-3.4422, -2.5043, -5.7618], [-4.9367, -1.3323, 0.0616], [-5.3447, 0.1728, 0.0792], [-6.0514, 0.5937, -1.0741], [-3.7785, -1.5885, -0.7247], [-5.6895, -2.0650, -0.2291], [-4.7742, -1.6051, 1.1043], [-4.3867, 0.6926, 0.0870], [-5.9497, 0.3848, 0.9608], [-5.6345, 0.1506, -1.8167], [-3.0054, -1.4456, -0.1738], [3.4563, 1.7167, -0.9553], [4.7066, 2.6126, -0.6450], [4.2527, 3.8128, -0.1295], [2.9459, 2.0397, -2.2329], [2.7450, 1.7293, -0.1295], [3.8047, 0.6841, -0.9361], [5.2624, 2.7939, -1.5650], [5.3503, 2.0747, 0.0510], [4.7880, 4.4818, -0.5626], [2.2227, 1.4196, -2.3511], [-3.9603, 0.3796, 3.7998], [-2.5887, 0.3082, 4.5296], [-1.5327, -0.0138, 3.5695], [-4.0604, 1.3287, 2.7384], [-4.6584, 0.7857, 4.5319], [-4.2853, -0.6106, 3.4804], [-2.5179, -0.4568, 5.3029], [-2.3555, 1.2635, 4.9997], [-0.7038, 0.3301, 3.9104], [-3.6288, 2.1577, 2.9580], [-0.0416, 3.1331, -4.4213], [0.0526, 4.6050, -4.6953], [-0.9982, 5.4109, -4.1269], [-0.1106, 2.8221, -3.0051], [0.5967, 2.4291, -4.9551], [-1.0064, 2.8078, -4.8105], [0.1296, 4.8311, -5.7588], [1.0080, 4.9096, -4.2679], [-0.7121, 5.6413, -3.2399], [-0.6659, 3.5206, -2.6511], [-0.4936, 0.1757, 0.1614], [-0.5174, -0.2231, -1.2858], [0.5507, 0.3183, -2.0195], [-1.5255, -0.4562, 0.8298], [-0.5653, 1.2633, 0.1492], [0.4741, -0.0770, 0.5948], [-1.4848, -0.0604, -1.7609], [-0.4555, -1.3111, -1.2619], [0.2373, 1.1219, -2.4409], [-1.5233, -0.2621, 1.7700]]}


Record 2
{"formula": "C42H112BrN7O14", "method": "ωB97M-V/def2-TZVPD", "total_charge": 6, "energy_ha": -5675.50826, "lumo_energy_ev": -11.865, "gap_ha": 0.31503, "symbols": ["Br", "C", "O", "C", "C", "N", "H", "H", "C", "C", "O", "C", "H", "H", "H", "H", "H", "H", "H", "H", "H", "H", "H", "H", "H", "H", "C", "O", "C", "C", "N", "H", "H", "C", "C", "O", "C", "H", "H", "H", "H", "H", "H", "H", "H", "H", "H", "H", "H", "H", "H", "C", "O", "C", "C", "N", "H", "H", "C", "C", "O", "C", "H", "H", "H", "H", "H", "H", "H", "H", "H", "H", "H", "H", "H", "H", "C", "O", "C", "C", "N", "H", "H", "C", "C", "O", "C", "H", "H", "H", "H", "H", "H", "H", "H", "H", "H", "H", "H", "H", "H", "C", "O", "C", "C", "N", "H", "H", "C", "C", "O", "C", "H", "H", "H", "H", "H", "H", "H", "H", "H", "H", "H", "H", "H", "H", "C", "O", "C", "C", "N", "H", "H", "C", "C", "O", "C", "H", "H", "H", "H", "H", "H", "H", "H", "H", "H", "H", "H", "H", "H", "C", "O", "C", "C", "N", "H", "H", "C", "C", "O", "C", "H", "H", "H", "H", "H", "H", "H", "H", "H", "H", "H", "H", "H", "H"], "positions_angstrom": [[-2.4272, 0.3843, -9.6980], [-4.6342, 7.3796, -4.3015], [-5.6321, 6.9900, -5.2326], [-5.2592, 7.5659, -6.5614], [-4.1492, 6.7572, -7.1282], [-4.6619, 5.2397, -7.3926], [-5.2919, 4.9073, -6.6765], [-5.2844, 5.1977, -8.1869], [-3.5708, 4.1588, -7.5678], [-2.4174, 4.2252, -6.5002], [-2.8860, 4.1575, -5.1518], [-1.8273, 4.3254, -4.2303], [-3.7713, 6.7137, -4.3052], [-5.0908, 7.3207, -3.3135], [-4.4259, 8.4361, -4.4701], [-5.1300, 8.6474, -6.5187], [-6.0274, 7.3787, -7.3117], [-3.3188, 6.7598, -6.4221], [-3.7179, 7.1209, -8.0608], [-3.1880, 4.2975, -8.5789], [-4.1138, 3.2193, -7.4655], [-1.9213, 5.1912, -6.5948], [-1.6779, 3.4574, -6.7278], [-1.1478, 3.4783, -4.3240], [-2.3900, 4.4282, -3.3024], [-1.3193, 5.2570, -4.4797], [0.1911, 0.8820, -5.6725], [0.4346, 1.4212, -6.9865], [1.7137, 1.0810, -7.4646], [2.0075, 1.7073, -8.8039], [0.7587, 1.7714, -9.6299], [0.3858, 0.8834, -9.9339], [0.0331, 2.0468, -8.9835], [0.7401, 2.6342, -10.8654], [0.8606, 4.1070, -10.4178], [0.0269, 4.4228, -9.2368], [-0.0356, 5.8444, -9.0672], [-0.7538, 1.3098, -5.3374], [0.9230, 1.0936, -4.8930], [0.2035, -0.2078, -5.6583], [1.8419, -0.0006, -7.5072], [2.5248, 1.3588, -6.7915], [2.8054, 1.2357, -9.3775], [2.4415, 2.7041, -8.7252], [-0.2336, 2.3660, -11.2753], [1.5039, 2.2403, -11.5359], [0.5812, 4.7964, -11.2144], [1.9060, 4.2670, -10.1539], [0.9676, 6.2638, -8.9903], [-0.6062, 6.2300, -8.2224], [-0.5145, 6.3769, -9.8889], [-4.8855, -4.3264, -11.5730], [-3.6895, -4.1204, -10.7822], [-3.9205, -3.3486, -9.5598], [-2.6463, -3.2452, -8.7022], [-1.3709, -2.9676, -9.4927], [-1.2436, -3.7171, -10.1576], [-1.6396, -2.1015, -9.9374], [-0.0414, -2.8314, -8.6204], [1.0942, -2.5922, -9.5745], [0.8670, -1.5185, -10.4898], [1.9965, -1.2322, -11.2689], [-5.0239, -3.6966, -12.4518], [-5.7556, -4.2541, -10.9205], [-4.7698, -5.3248, -11.9948], [-4.7034, -3.8592, -8.9990], [-4.2130, -2.3551, -9.8994], [-2.4195, -4.0828, -8.0427], [-2.8143, -2.3660, -8.0802], [-0.0375, -3.8413, -8.2104], [-0.2895, -1.9803, -7.9862], [1.3619, -3.4322, -10.2155], [1.9312, -2.3970, -8.9041], [2.5810, -2.1380, -11.4304], [2.6051, -0.5609, -10.6630], [1.7865, -0.8936, -12.2834], [2.7137, 5.4382, -13.2731], [3.0224, 5.0308, -14.6111], [2.6636, 5.9517, -15.6716], [1.1742, 6.0422, -15.8477], [0.4565, 4.6982, -15.7569], [0.7726, 4.0128, -16.4280], [0.7558, 4.2522, -14.9016], [-1.0660, 4.8333, -15.7902], [-1.7099, 5.5646, -14.5841], [-1.4911, 4.8897, -13.3811], [-2.2593, 3.7001, -13.2551], [2.9532, 4.6877, -12.5198], [1.6734, 5.7017, -13.0820], [3.1969, 6.3778, -13.0050], [3.0959, 5.5003, -16.5647], [3.0993, 6.9468, -15.5828], [0.7872, 6.4793, -16.7682], [0.8011, 6.7329, -15.0915], [-1.4435, 3.8112, -15.8201], [-1.2813, 5.2658, -16.7673], [-2.7464, 5.6149, -14.9176], [-1.3258, 6.5834, -14.6358], [-1.7184, 2.8502, -13.6713], [-3.2720, 3.6633, -13.6567], [-2.4424, 3.5790, -12.1874], [-8.9026, 6.4675, -11.7983], [-9.6898, 5.5737, -12.6289], [-10.9406, 5.3896, -12.0547], [-10.8503, 4.5611, -10.7456], [-9.8399, 3.4120, -10.9648], [-10.3980, 2.6374, -11.2946], [-9.1611, 3.5896, -11.6913], [-8.9545, 3.1144, -9.7570], [-8.0283, 1.9608, -10.0470], [-7.1128, 2.3535, -11.0522], [-5.7011, 2.3982, -10.7293], [-8.0288, 6.6893, -12.4109], [-8.4828, 6.0580, -10.8795], [-9.3487, 7.3834, -11.4107], [-11.5712, 4.9509, -12.8280], [-11.3678, 6.3597, -11.8007], [-11.7825, 4.0952, -10.4260], [-10.5344, 5.1051, -9.8555], [-9.6308, 2.8499, -8.9441], [-8.4398, 4.0239, -9.4473], [-8.5198, 1.0378, -10.3546], [-7.5843, 1.6121, -9.1146], [-5.5153, 3.2240, -10.0425], [-5.0547, 2.5150, -11.5991], [-5.4650, 1.4486, -10.2490], [-6.5157, -0.8994, -11.9177], [-5.5218, -1.4708, -12.7241], [-4.9683, -0.7486, -13.7514], [-3.4731, -0.4989, -13.5162], [-2.6939, -1.8183, -13.4480], [-2.9744, -2.2637, -12.5860], [-2.9180, -2.4656, -14.1902], [-1.1585, -1.7004, -13.4041], [-0.4971, -3.0318, -13.1275], [-1.1115, -3.7490, -12.0932], [-0.5195, -5.0336, -11.9195], [-6.3351, 0.1615, -11.7447], [-6.4336, -1.3490, -10.9281], [-7.5518, -1.1656, -12.1270], [-5.4112, 0.2468, -13.7821], [-5.1452, -1.2076, -14.7241], [-3.3130, 0.0132, -12.5674], [-3.0672, 0.1548, -14.2882], [-0.8352, -1.0037, -12.6306], [-0.8609, -1.3542, -14.3939], [0.5134, -2.7113, -12.8743], [-0.4631, -3.5578, -14.0816], [0.5572, -5.0601, -11.7520], [-0.7034, -5.6666, -12.7876], [-0.9864, -5.4744, -11.0387], [-3.2052, 0.1632, -3.6734], [-4.2258, 0.5679, -4.5546], [-3.9792, 0.3084, -5.8813], [-5.2761, 0.3011, -6.7201], [-6.2188, -0.8484, -6.2524], [-6.9761, -1.0742, -6.8814], [-5.7004, -1.7152, -6.2521], [-6.8124, -0.8791, -4.8444], [-7.9902, -1.8553, -4.7754], [-7.5761, -3.1643, -4.9020], [-8.6301, -4.0808, -4.4859], [-3.0111, -0.9089, -3.6413], [-3.6121, 0.5093, -2.7232], [-2.3150, 0.7610, -3.8688], [-3.4689, -0.6364, -6.0684], [-3.3438, 1.0559, -6.3564], [-5.0914, 0.0793, -7.7711], [-5.6992, 1.3049, -6.6824], [-7.2172, 0.1023, -4.5969], [-5.9972, -1.1996, -4.1957], [-8.7118, -1.5822, -5.5455], [-8.4716, -1.6897, -3.8116], [-8.4010, -5.1241, -4.7029], [-9.5960, -3.7735, -4.8868], [-8.7293, -3.9973, -3.4036]]}